(1)
16
Properties=species:S:1:pos:R:3:forces:R:3:mulliken_charge:R:1 method="wB97M-V/def2-TZVPD" max_force_ev_per_a=3.49 e_above_lowest_kj_mol=305.6
C -0.079 0.274 -1.961 -0.2 -0.3 1.0 -0.53
C 1.242 0.280 -1.906 1.0 1.4 1.3 0.39
C -0.346 0.566 0.381 0.9 0.9 0.3 0.07
C 0.192 1.084 3.078 1.0 -0.9 -1.7 -0.70
N -0.846 0.534 -0.763 -0.8 -0.4 -1.1 -0.34
N 2.379 0.467 -1.436 -0.6 0.6 -1.1 -0.59
O -2.999 -3.124 -1.145 0.2 0.5 -0.6 -0.39
O -0.730 -3.578 -1.961 -2.3 1.9 -0.6 -0.39
S -1.211 1.026 1.825 -0.2 0.0 1.3 -0.06
S -1.961 -2.760 -2.073 2.1 -2.4 1.3 0.77
H -0.710 0.034 -2.791 0.3 -0.1 -0.5 0.57
H 0.724 0.537 0.504 0.7 -0.4 0.3 0.06
H 0.476 2.104 3.360 -0.1 -0.2 -0.6 0.28
H 0.953 0.578 2.383 -0.4 1.0 1.7 0.24
H 0.142 0.520 4.029 -0.7 -0.1 -0.9 0.33
H 2.775 1.456 -1.524 -0.8 -1.6 0.0 0.28

=====

(2)
71
Properties=species:S:1:pos:R:3:forces:R:3:mulliken_charge:R:1 method="wB97M-V/def2-TZVPD" charge=+1 total_energy_ha=-1894.1059 max_force_ev_per_a=4.71
O -0.465 -0.917 -5.301 3.6 -0.2 -1.8 -0.60
H -0.410 -0.891 -6.275 0.4 0.0 0.6 0.29
Tl -0.849 0.620 -2.546 -4.0 -0.7 -1.3 1.53
N 0.554 -1.136 -2.393 4.4 1.6 0.2 0.82
N -1.633 -1.602 -1.206 -3.1 0.4 2.8 0.95
N -0.025 2.456 -1.649 -0.5 2.4 1.8 0.11
N -2.089 1.358 -0.591 0.8 3.3 1.9 0.21
O 1.761 -0.811 -2.519 -3.4 -1.6 0.3 -0.41
O 1.079 2.945 -2.297 -0.5 -0.3 -0.2 -0.53
O -2.958 0.683 0.181 -0.2 -1.1 -0.7 -0.57
O -2.660 -1.779 -0.443 3.3 -0.2 -2.6 -0.65
C -1.020 -2.727 -1.669 1.9 -0.9 -1.1 -0.16
C 0.192 -2.469 -2.345 -1.7 -1.3 0.6 0.39
C -0.685 3.239 -0.794 2.1 -1.4 -2.7 0.31
C -1.857 2.633 -0.212 -1.6 -3.7 -0.3 0.45
C 1.032 -3.452 -3.053 0.3 -0.5 0.1 -1.44
H 0.928 -3.326 -4.142 0.0 0.2 0.3 0.29
H 0.746 -4.477 -2.799 0.1 0.3 -0.1 0.45
H 2.088 -3.297 -2.797 -0.2 0.0 -0.1 0.34
C -1.588 -4.084 -1.440 0.1 -0.3 -0.1 -1.48
H -2.575 -4.173 -1.911 0.2 0.1 0.2 0.32
H -1.701 -4.281 -0.367 -0.1 0.2 -0.2 0.32
H -0.939 -4.856 -1.865 -0.2 0.2 0.1 0.45
C -0.251 4.622 -0.479 0.1 0.2 0.0 -1.44
C -2.690 3.357 0.788 -0.1 0.2 0.3 -1.56
H 0.535 4.928 -1.175 -0.2 0.0 0.2 0.43
H 0.137 4.678 0.548 -0.1 0.0 -0.2 0.26
H -1.100 5.315 -0.556 0.2 -0.2 0.1 0.38
H -3.561 2.764 1.081 0.3 0.1 -0.1 0.36
H -3.036 4.314 0.367 0.1 -0.3 0.1 0.50
H -2.102 3.598 1.688 -0.2 -0.1 -0.3 0.26
H 1.076 2.337 -3.124 0.3 0.4 0.5 0.54
H -2.879 -0.315 -0.124 -0.4 1.8 0.7 0.37
C -2.453 -0.260 -4.243 -1.4 1.3 2.6 -1.10
H -1.934 -0.892 -4.959 -1.0 0.4 0.9 0.33
H -2.800 0.712 -4.628 -0.1 -0.5 0.1 0.38
H -3.161 -0.732 -3.562 -0.3 0.2 -0.3 0.39
O 0.414 1.241 -4.146 1.4 1.1 -1.2 -1.14
H -0.013 -0.068 -4.938 -0.4 -0.9 -0.8 0.39
H 0.007 1.908 -4.718 0.1 -0.2 0.0 0.24
C -0.823 1.671 3.302 -0.1 0.2 0.0 -1.72
C 0.642 1.373 2.940 0.5 -0.2 -0.3 0.77
C 1.501 1.217 4.193 0.0 0.4 0.4 -1.59
P 0.727 0.010 1.670 -1.5 0.0 -0.8 0.34
C 2.428 -0.132 0.930 0.0 0.2 0.1 1.04
C 3.521 0.691 1.611 0.4 -0.2 -0.2 -1.79
C 2.869 -1.581 0.693 0.2 0.2 -0.1 -1.37
C 0.324 -1.577 2.539 0.4 0.2 -0.1 0.74
C 1.258 -1.962 3.686 0.0 -0.7 0.3 -1.83
C -1.154 -1.624 2.956 0.0 -0.3 0.0 -1.41
H -1.157 1.082 4.168 0.1 0.2 -0.3 0.29
H -1.507 1.481 2.465 0.2 -0.1 0.2 0.31
H -0.917 2.732 3.573 0.0 -0.2 0.1 0.47
H 1.028 2.237 2.367 -0.1 -0.2 0.2 0.36
H 1.122 0.432 4.858 0.1 0.2 -0.2 0.23
H 2.555 1.022 3.972 -0.3 0.0 0.1 0.26
H 1.458 2.164 4.750 0.1 -0.2 0.0 0.49
H 2.244 0.313 -0.068 0.2 -0.1 0.4 0.08
H 3.844 0.236 2.557 -0.1 0.1 -0.2 0.27
H 4.397 0.712 0.948 -0.1 0.1 0.2 0.48
H 3.215 1.729 1.786 0.1 -0.2 0.0 0.38
H 2.124 -2.137 0.112 0.0 0.0 0.1 0.14
H 3.797 -1.569 0.106 -0.1 -0.1 0.1 0.47
H 3.066 -2.115 1.631 -0.1 0.1 -0.3 0.29
H 0.452 -2.320 1.730 0.0 0.2 0.2 0.32
H 0.919 -1.547 4.643 0.1 -0.1 -0.3 0.35
H 1.235 -3.057 3.789 0.1 0.2 0.2 0.40
H 2.305 -1.675 3.523 -0.3 0.0 0.1 0.33
H -1.816 -1.308 2.139 0.1 0.0 0.2 0.18
H -1.415 -2.661 3.206 0.0 0.2 0.1 0.45
H -1.353 -1.005 3.840 0.1 -0.2 -0.3 0.27

=====

(3)
21
Properties=species:S:1:pos:R:3:forces:R:3:mulliken_charge:R:1 method="wB97M-V/def2-TZVPD" max_force_ev_per_a=2.85 e_above_lowest_kj_mol=171.2 smiles="CC(N)=O.C=C.CO"
C -0.529 -0.829 -1.563 0.5 -0.4 -0.3 0.78
C 2.327 -0.594 0.293 0.3 0.0 -0.3 -0.49
C -1.598 -1.394 -0.665 -0.4 0.0 -0.5 -1.09
N -0.417 0.515 -1.547 0.0 0.2 -0.2 -0.32
O 1.340 -1.583 0.175 -0.4 -1.1 -2.1 -0.52
O 0.214 -1.535 -2.257 -0.7 0.5 0.1 -0.75
H 1.228 -1.863 -0.825 0.5 0.8 2.7 0.34
H -0.820 1.059 -0.802 -0.1 -0.1 0.0 0.14
H 0.306 0.942 -2.103 0.0 -0.1 0.0 0.28
H 2.314 -0.212 1.319 0.0 0.0 -0.1 0.22
H 3.327 -0.997 0.083 0.0 0.1 0.1 0.29
H 2.148 0.237 -0.403 0.1 0.0 0.1 0.16
H -1.633 -2.475 -0.769 0.0 0.0 -0.1 0.33
H -1.379 -1.158 0.362 0.1 0.2 0.4 0.24
H -2.572 -0.958 -0.930 0.2 -0.2 0.1 0.38
C -0.943 1.282 1.931 -0.2 -0.3 -0.4 -0.44
C -0.472 2.341 1.298 0.1 0.3 0.2 -0.61
H 0.565 2.411 1.005 0.1 -0.1 -0.1 0.29
H -1.982 1.203 2.215 -0.1 0.1 0.1 0.27
H -0.341 0.399 2.081 0.2 0.0 0.2 0.23
H -1.084 3.210 1.101 -0.1 0.1 0.0 0.29

=====

(4)
81
Properties=species:S:1:pos:R:3:forces:R:3:mulliken_charge:R:1 method="wB97M-V/def2-TZVPD" multiplicity=2 charge=+1 max_force_ev_per_a=2.73 e_above_lowest_kj_mol=184.4
C 3.735 0.511 -4.985 -0.1 0.2 0.3 -1.60
C 3.467 -0.615 -3.993 -0.5 -0.2 -1.1 0.51
C 3.096 -0.014 -2.695 -0.3 0.7 0.4 -0.95
O 2.290 -1.278 -4.472 -0.2 -0.5 -0.1 -0.52
H 4.459 1.236 -4.613 0.4 -0.3 -0.3 0.39
H 2.809 1.082 -5.038 -0.2 0.1 0.0 0.47
H 3.920 0.157 -5.999 0.5 0.0 0.1 0.41
H 4.251 -1.369 -3.922 0.3 0.2 -0.1 0.25
H 3.927 0.642 -2.437 -0.2 0.0 0.7 0.28
H 2.771 -0.704 -1.916 0.5 -0.2 0.0 0.37
H 2.209 0.573 -2.933 0.1 0.4 0.3 0.12
H 2.107 -0.922 -5.345 -0.2 -0.3 -0.1 0.26
C -3.045 -3.671 2.210 1.1 -1.0 -1.0 -1.38
C -1.523 -3.311 2.375 -1.0 -0.4 1.5 0.75
C -0.478 -4.333 1.894 -0.3 0.3 -0.1 -1.27
O -1.266 -1.999 1.930 -0.1 0.9 -1.1 -0.04
H -3.343 -4.408 2.955 0.0 0.5 0.5 0.40
H -3.204 -4.275 1.317 0.1 0.3 -0.5 0.35
H -3.735 -2.830 2.141 0.3 0.1 0.4 0.24
H -1.424 -3.194 3.454 0.2 -0.6 0.4 0.15
H -0.306 -5.105 2.643 -0.3 -0.2 -0.1 0.37
H 0.490 -3.851 1.755 0.0 0.3 0.1 0.35
H -0.721 -4.769 0.925 -0.2 -0.1 0.1 0.30
H -0.540 -1.671 2.466 0.1 0.0 -0.2 -0.22
C -0.017 0.967 3.681 -0.4 1.4 -1.6 -0.55
C 1.145 0.436 4.554 0.6 0.1 2.0 0.26
C 1.413 -1.040 4.313 1.2 -0.1 -0.8 -1.32
O 2.215 1.312 4.271 -1.6 -0.9 0.8 -0.14
H 0.216 0.674 2.657 0.0 0.2 -0.2 -0.17
H 0.021 2.053 3.755 -0.3 0.0 -0.1 0.40
H -1.042 0.653 3.875 0.4 -0.6 0.9 0.45
H 0.984 0.644 5.611 -0.5 -0.1 0.0 0.42
H 1.616 -1.318 3.279 -0.5 0.3 -0.4 0.40
H 0.604 -1.658 4.701 0.1 0.2 0.2 0.41
H 2.393 -1.240 4.747 -0.3 -0.4 0.7 0.42
H 2.521 1.049 3.400 1.6 -0.3 -2.1 0.57
C -0.648 -2.721 -3.063 -0.4 1.4 -1.4 -1.11
C 0.429 -3.409 -2.283 0.0 -1.4 -1.3 0.02
O 1.581 -3.748 -3.165 -1.8 0.2 2.0 -0.54
H -0.976 -3.370 -3.875 0.1 -0.3 0.1 0.36
H -0.350 -1.828 -3.614 0.3 0.4 0.3 0.26
H -1.558 -2.465 -2.521 0.1 -0.1 0.5 0.34
H -0.179 -4.294 -2.095 1.1 -0.9 0.5 0.25
H 0.690 -3.009 -1.303 0.4 0.4 -0.2 0.11
H 1.853 -2.897 -3.517 0.2 0.3 -0.5 0.32
C 4.490 0.267 0.865 0.7 0.3 -0.2 -0.39
O 3.424 0.733 1.682 -1.0 0.2 0.7 -0.56
H 5.389 0.757 1.240 0.2 -0.5 0.0 0.30
H 4.541 -0.821 0.891 0.1 0.1 0.2 0.31
H 4.409 0.567 -0.180 -0.4 0.1 0.1 -0.09
H 2.792 1.226 1.153 -0.3 0.0 -0.5 0.25
C -1.746 3.253 1.372 -1.1 -0.1 -0.9 -0.42
O -1.693 3.472 -0.036 2.0 0.2 0.1 -0.50
H -1.769 2.190 1.611 -0.2 -0.3 -0.1 -0.10
H -0.887 3.625 1.931 -0.2 0.7 -0.4 0.28
H -2.715 3.717 1.553 0.2 0.0 1.6 0.35
H -2.384 2.937 -0.434 0.2 -0.4 -0.2 0.44
C -4.476 2.539 -1.138 -0.7 0.3 -0.6 -0.83
O -3.321 1.751 -1.277 0.6 -1.1 0.3 -0.56
H -4.610 2.929 -0.129 0.3 0.1 0.1 0.25
H -4.309 3.334 -1.864 -0.8 0.3 0.2 0.25
H -5.358 1.931 -1.335 -0.1 0.4 -0.2 0.42
H -3.593 0.883 -1.582 0.3 -0.1 0.1 0.36
C -0.290 0.342 -0.393 0.2 -0.3 0.6 -0.25
O 0.655 1.291 0.141 0.2 -0.5 -0.1 0.10
H 0.054 -0.623 -0.021 -0.3 0.0 0.3 0.12
H -1.298 0.579 -0.055 0.0 -0.2 0.1 -0.16
H -0.334 0.173 -1.469 0.4 0.8 -0.3 0.31
H 0.373 2.199 0.012 -0.4 0.1 -0.5 -0.03
C -4.137 0.235 1.773 0.3 1.3 -0.6 -0.16
O -5.496 0.597 1.603 -0.6 -0.6 0.6 -0.54
H -3.847 -0.645 1.199 -0.1 -0.1 0.2 -0.01
H -3.661 1.126 1.362 1.0 -0.4 0.0 0.03
H -3.851 0.163 2.823 0.0 -0.3 0.0 0.41
H -5.849 0.628 2.495 -0.5 0.0 -0.2 0.32
C 1.219 4.870 -2.731 1.2 -1.3 -1.0 -0.72
O 1.280 3.982 -1.589 -0.6 1.3 -0.3 -0.41
H 0.945 5.923 -2.666 -0.2 -0.1 1.0 0.30
H 2.232 4.828 -3.131 0.0 0.2 -0.1 0.25
H 0.601 4.417 -3.506 -0.3 0.0 0.0 0.29
H 0.367 3.950 -1.294 -0.3 -0.2 0.4 0.24